(1)
Computed, not measured: C39H44Cl2N4O7PY as an isolated structure at a distorted geometry, with the ωB97M-V functional and the def2-TZVPD basis.

```
98
C39H44Cl2N4O7PY, DFT the ωB97M-V functional and the def2-TZVPD basis
Y 0.58046 0.37466 0.91199
C 1.14635 -4.17206 2.74871
O 1.37243 -3.17146 3.73592
C 1.17462 -1.96924 3.14016
N 0.76544 -1.98960 1.89112
C 0.61178 -3.40456 1.51427
C 1.30416 -3.89397 0.25638
C 1.94416 -3.05230 -0.63652
C 2.55320 -3.55606 -1.77873
C 2.53604 -4.91562 -2.03983
C 1.89639 -5.76920 -1.15031
C 1.28623 -5.26320 -0.01459
C 1.40001 -0.79998 3.90031
C 1.94170 -0.86186 5.19679
C 2.18744 0.29599 5.88642
C 1.91653 1.52690 5.24575
C 1.38023 1.51245 3.98539
N 1.06892 0.38814 3.29113
C 1.07184 2.74095 3.26478
N 0.35067 2.71350 2.21767
C 0.20690 4.07456 1.71292
C 1.11888 4.88654 2.67118
O 1.52659 3.93502 3.67780
C 0.56763 4.14250 0.25113
C 0.93694 5.29703 -0.36661
C 1.45394 5.29947 -1.67652
C 1.59501 4.08457 -2.37732
C 1.18130 2.90943 -1.84225
C 0.66425 2.81410 -0.44109
H 0.44671 -4.90496 3.14961
H 2.09200 -4.66940 2.52360
H -0.46371 -3.60013 1.39255
H 1.98632 -1.99695 -0.44407
H 3.04005 -2.86883 -2.46052
H 3.02438 -5.31416 -2.91978
H 1.87118 -6.83525 -1.34067
H 0.78345 -5.94135 0.66805
H 2.17111 -1.83305 5.61193
H 2.59525 0.27362 6.88711
H 2.12101 2.47422 5.72420
H -0.84453 4.36760 1.83052
H 0.60584 5.70966 3.16438
H 2.01269 5.25870 2.16940
H 0.86182 6.23745 0.17145
H 1.76121 6.22929 -2.13505
H 2.01652 4.10341 -3.37596
H 1.29538 1.96911 -2.36759
H 1.51174 2.32830 0.10700
C -2.19956 0.95101 1.98712
C -2.67661 1.77265 0.80980
C -4.03552 2.05415 0.78809
C -4.60385 2.83428 -0.20043
C -3.77137 3.31039 -1.19387
C -2.40856 3.03725 -1.22471
C -1.67226 3.54137 -2.43295
C -1.79787 2.26035 -0.20078
N -0.45728 1.87757 -0.15565
H -3.05121 0.52589 2.51476
H -1.64124 1.56828 2.68802
H -1.56055 0.10441 1.69846
H -4.66654 1.66413 1.58067
H -5.66445 3.04866 -0.20316
H -4.19513 3.90168 -1.99829
H -2.38476 3.82327 -3.20832
H -1.01811 2.77625 -2.84149
H -1.06105 4.41474 -2.20558
Cl 4.61774 2.33345 -1.36589
C 4.61022 0.76503 -0.52602
Cl 5.87848 0.69031 0.69022
C 3.21086 0.60206 0.09217
O 3.01213 0.91181 1.27688
O 2.30680 0.16305 -0.67313
H 4.79931 0.00067 -1.27009
C -1.42444 -4.91376 -2.69333
C -1.62862 -4.01456 -1.49020
O -1.16851 -2.71457 -1.84402
P -1.03063 -1.39948 -0.88451
O -0.20645 -0.47831 -1.88691
C -0.58913 -0.30298 -3.26624
C 0.47857 -0.89863 -4.15983
O -2.50377 -0.73483 -1.07387
C -3.68132 -1.33581 -0.53463
C -4.57237 -1.83453 -1.65890
H -1.75204 -5.92862 -2.46613
H -0.36674 -4.93049 -2.95732
H -1.99272 -4.53663 -3.54393
H -1.06065 -4.39574 -0.64003
H -2.68780 -3.98202 -1.21567
H -0.68073 0.77126 -3.42579
H -1.55943 -0.76248 -3.44314
H 1.43471 -0.40417 -3.98255
H 0.19501 -0.76384 -5.20448
H 0.59054 -1.96240 -3.94971
H -4.19610 -0.56217 0.03242
H -3.41945 -2.15592 0.14631
H -4.85738 -0.99640 -2.29454
H -5.47350 -2.29290 -1.24952
H -4.04511 -2.56674 -2.27150
```

Calculated values
Total charge: 0
Orbital gap (spin up / spin down) in eV: 7.154 / 5.111

***

(2)
Computed, not measured: C39H44Cl3INO4P2S2ScSi as an isolated structure at a distorted geometry, with the ωB97M-V functional and the def2-TZVPD basis.

```
98
C39H44Cl3INO4P2S2ScSi, DFT the ωB97M-V functional and the def2-TZVPD basis
Sc -1.87891 0.10761 -0.44622
I -2.51109 -0.10087 -3.22409
C -3.45061 2.72778 -1.09037
C -4.76973 2.64344 -1.49014
C -5.38567 3.59437 -2.32428
C -4.68356 4.66550 -2.78472
C -3.29156 4.73482 -2.52492
C -2.53772 5.82820 -3.01767
C -1.18748 5.90031 -2.83938
C -0.52232 4.81558 -2.24040
C -1.21229 3.73218 -1.76019
P -0.26410 2.21678 -1.36484
C 0.68390 1.91302 -2.90464
C 1.73029 0.99063 -2.86390
C 2.40669 0.62931 -4.01865
C 2.02991 1.16680 -5.24192
C 0.96899 2.05796 -5.29945
C 0.29815 2.42479 -4.14127
C 0.98626 2.91677 -0.21392
C 0.48291 3.33659 1.01916
C 1.31900 3.88006 1.97817
C 2.68103 4.00253 1.72378
C 3.18916 3.58893 0.50369
C 2.34562 3.05267 -0.46413
C -2.64028 3.71266 -1.77899
H -5.35666 1.81724 -1.12663
H -6.43465 3.47799 -2.57154
H -5.15214 5.44782 -3.37012
H -3.06647 6.61420 -3.54638
H -0.62395 6.74947 -3.20634
H 0.56217 4.80700 -2.21539
H 2.00783 0.53081 -1.92266
H 3.21414 -0.08998 -3.96233
H 2.54560 0.87390 -6.14843
H 0.64628 2.45935 -6.25219
H -0.54439 3.09881 -4.20733
H -0.57683 3.22685 1.21250
H 0.91079 4.19390 2.93119
H 3.34235 4.41156 2.47794
H 4.24952 3.67340 0.29922
H 2.76046 2.73415 -1.41130
C 4.06996 -4.21006 3.05310
C 3.75742 -5.31128 2.05152
C 3.94866 -4.85073 0.61398
O 2.45643 -5.89179 2.17700
P 1.09296 -5.17652 2.74201
S 1.08794 -5.18423 4.70753
S 0.78754 -3.48069 1.78363
O 0.05901 -6.32644 2.27844
C -0.07957 -6.98400 1.01377
C 0.22806 -6.13501 -0.20686
C 0.73556 -8.26917 1.03734
H 5.12900 -3.94914 2.96057
H 3.86425 -4.54204 4.06985
H 3.46718 -3.32282 2.86037
H 4.43788 -6.14756 2.24901
H 3.23530 -4.05375 0.39806
H 3.77129 -5.67702 -0.07704
H 4.96648 -4.47805 0.46204
H -1.14189 -7.24455 0.98484
H 1.27505 -5.83534 -0.22249
H -0.37751 -5.23241 -0.22741
H 0.01683 -6.73105 -1.09987
H 1.79992 -8.03523 1.06540
H 0.52015 -8.86422 0.14527
H 0.48939 -8.85605 1.92306
O -0.51499 0.24873 1.14226
C 0.39762 -0.32782 0.45852
O 0.10500 -0.77979 -0.68281
C 1.79635 -0.35230 0.94887
C 2.13248 0.30596 2.12305
C 3.45251 0.32148 2.54565
C 4.42767 -0.32300 1.79570
C 4.08477 -0.99510 0.62854
C 2.76566 -1.01398 0.20581
H 1.35164 0.79228 2.69159
H 3.71980 0.83157 3.46248
H 5.45808 -0.31743 2.13096
H 4.84117 -1.52256 0.06147
H 2.46215 -1.55965 -0.67814
Cl -5.45311 -1.93057 -0.30428
Si -3.42780 -2.09192 0.36212
Cl -2.93213 -4.00252 -0.34593
Cl -3.69351 -2.37640 2.43237
C -2.74139 1.71934 2.40974
C -3.67267 2.17008 1.28123
C -4.97052 1.37394 1.47886
C -3.96562 3.66279 1.49619
N -2.94822 1.96022 -0.01796
H -3.23834 1.86625 3.37165
H -1.81021 2.28462 2.41081
H -2.48923 0.66119 2.33951
H -5.38090 1.59283 2.47005
H -4.78683 0.30175 1.43818
H -5.73866 1.61070 0.74988
H -4.24581 3.82992 2.53924
H -4.77777 4.02532 0.86428
H -3.07509 4.25833 1.27602
```

Calculated values
Total charge: -2
Orbital gap in eV: 5.949
Energy relative to the best compared isomer or geometry (same formula, charge and spin) in kcal per mole: 10.27

***

(3)
Computed, not measured: C39H44ClN2O2P2Ti as an isolated structure at a distorted geometry, with the ωB97M-V functional and the def2-TZVPD basis.

```
91
C39H44ClN2O2P2Ti, DFT the ωB97M-V functional and the def2-TZVPD basis
Ti 0.31802 0.16973 0.42566
C -2.08459 2.44596 -1.14091
N -1.97573 1.53486 -0.01395
C -2.38607 2.24207 1.20325
C -2.89164 0.39225 -0.18709
C -2.63177 -0.73965 0.78057
C -3.71373 -1.51812 1.19552
C -3.50989 -2.67084 1.94274
C -2.20271 -3.04147 2.25215
C -1.14062 -2.23137 1.86588
C -1.30600 -1.03425 1.14408
H -3.08064 2.90832 -1.18354
H -1.91352 1.90108 -2.06893
H -1.34151 3.24205 -1.04958
H -3.33447 2.77313 1.02448
H -1.62696 2.96203 1.50296
H -2.53274 1.52964 2.00644
H -2.76065 0.03566 -1.20908
H -3.93546 0.73593 -0.10223
H -4.72430 -1.22820 0.91555
H -4.35161 -3.27251 2.26759
H -2.01240 -3.96493 2.79142
H -0.13323 -2.54777 2.12575
C -1.39122 1.93826 4.50939
P -0.18967 1.11020 3.35379
C 0.05097 -0.38210 4.38786
C 1.29348 2.14657 3.73376
C 1.81176 2.24257 5.02574
C 2.86824 3.08702 5.32724
C 3.44116 3.84957 4.31832
C 2.94395 3.76102 3.02855
C 1.87154 2.92392 2.71365
P 1.17138 2.92998 1.00216
C 2.61335 3.25191 -0.08462
C 0.56970 4.68760 1.02451
H -1.04041 1.95184 5.54580
H -2.33695 1.38966 4.47111
H -1.58392 2.96657 4.19019
H 0.29212 -0.12072 5.42076
H 0.83754 -1.00536 3.96809
H -0.88317 -0.94558 4.37553
H 1.37539 1.64855 5.82072
H 3.23280 3.16198 6.34491
H 4.26975 4.51330 4.53464
H 3.40644 4.36307 2.25701
H 3.28485 4.00052 0.33401
H 2.23955 3.63288 -1.03653
H 3.16659 2.33162 -0.25771
H 1.37970 5.39616 1.21918
H -0.19487 4.81954 1.79433
H 0.12029 4.92788 0.05618
N 0.35539 -1.08609 -0.85968
C 0.44714 -2.29811 -1.36438
C -0.20521 -2.61911 -2.65298
C -1.35915 -1.93313 -3.04415
C -2.00615 -2.22728 -4.23572
C -1.50416 -3.20998 -5.08442
C -0.33856 -3.87699 -4.72766
C 0.30113 -3.58634 -3.52900
C 1.15710 -3.34865 -0.59865
C 2.16507 -2.97776 0.29787
C 2.81751 -3.92505 1.07324
C 2.47725 -5.27067 0.98223
C 1.46863 -5.65259 0.10414
C 0.81844 -4.70405 -0.67672
H -1.73221 -1.16998 -2.37663
H -2.90814 -1.68819 -4.50541
H -2.00814 -3.44448 -6.01416
H 0.08374 -4.62091 -5.39418
H 1.21708 -4.10563 -3.26931
H 2.42511 -1.93172 0.38638
H 3.59399 -3.60683 1.75978
H 2.98666 -6.00979 1.58991
H 1.17235 -6.69382 0.03816
H 0.01336 -5.01420 -1.33440
Cl -0.59292 -0.43962 -7.77194
C -0.09436 0.11366 -6.19344
C 0.91599 -0.55551 -5.51856
C 1.27122 -0.14218 -4.24880
C 0.62848 0.94138 -3.62096
C 0.97487 1.32265 -2.29407
C -0.35199 1.62846 -4.36096
C -0.72180 1.21637 -5.62845
H 1.40359 -1.40312 -5.98087
H 2.04048 -0.67768 -3.70370
H 0.52408 2.21037 -1.86964
H 1.88984 0.96737 -1.84412
H -0.80819 2.51684 -3.93835
H -1.48225 1.74778 -6.18510
O 2.14328 0.62088 0.88927
O 1.47330 -0.26833 1.83818
```

Calculated values
Spin multiplicity: 3
Total charge: -1
Orbital gap (spin up / spin down) in eV: 4.795 / 6.204
Energy relative to the best compared isomer or geometry (same formula, charge and spin) in kcal per mole: 10.51

***

(4)
Computed, not measured: C39H45AsIrN8PSi as an isolated structure at a distorted geometry, with the ωB97M-V functional and the def2-TZVPD basis.

```
96
C39H45AsIrN8PSi, DFT the ωB97M-V functional and the def2-TZVPD basis
Ir -0.66783 -0.21764 0.20884
C -2.72254 -5.05721 -2.15754
N -2.09555 -3.73993 -2.08109
C -1.86132 -2.91389 -3.14284
C -1.30393 -1.78110 -2.62983
N -1.18457 -1.90191 -1.27672
C -1.68002 -3.09889 -0.96833
P -2.13037 -3.63934 0.70297
C -0.59712 -3.15024 1.52294
N 0.00521 -1.95855 1.50451
C 1.12470 -2.10570 2.28384
C 1.19768 -3.37903 2.75443
N 0.10234 -4.02999 2.26846
C -0.22513 -5.43078 2.53011
C -3.09689 -2.16031 1.10162
N -2.73005 -0.91017 0.86283
C -3.79562 -0.11993 1.19628
C -4.81148 -0.90911 1.64764
N -4.35948 -2.19641 1.58452
C -5.12758 -3.38191 1.95931
H -2.79303 -5.33586 -3.20472
H -2.11540 -5.79431 -1.63844
H -3.72318 -5.03160 -1.73092
H -2.10077 -3.19571 -4.15335
H -1.01891 -0.90117 -3.16583
H 1.81405 -1.31457 2.48510
H 1.92357 -3.86082 3.38568
H 0.62792 -5.88562 3.02463
H -1.09393 -5.50393 3.18056
H -0.41298 -5.95860 1.59892
H -3.80116 0.94855 1.06851
H -5.79922 -0.66567 1.99852
H -6.03233 -3.05253 2.46130
H -5.40033 -3.95536 1.07593
H -4.55398 -4.00312 2.64221
C -1.47108 1.65422 3.29417
C -1.77356 2.25184 1.95982
C -2.45629 3.44385 1.82339
C -2.75196 3.93791 0.55020
C -2.35743 3.27065 -0.58733
C -1.64507 2.07493 -0.41580
N -1.39744 1.60497 0.84281
N -1.10333 1.18847 -1.27728
Si -0.69805 1.69163 -2.95953
C 0.04684 3.40443 -2.99670
C 0.46368 0.47726 -3.79245
C -2.30849 1.78202 -3.91276
H -0.62771 2.17495 3.74971
H -1.23789 0.59279 3.20747
H -2.32322 1.77159 3.96206
H -2.77625 3.97383 2.70922
H -3.31219 4.85988 0.46045
H -2.59018 3.63586 -1.57452
H 0.90428 3.53577 -2.33771
H -0.69029 4.16487 -2.73215
H 0.37653 3.61891 -4.01633
H 0.91039 -0.24397 -3.10776
H 1.27988 1.02298 -4.26658
H -0.05309 -0.07322 -4.58088
H -2.95938 2.58323 -3.56077
H -2.89602 0.86227 -3.91916
H -2.06092 2.01735 -4.95320
C 4.36094 0.27635 3.97165
C 3.09434 0.82714 4.11606
C 2.26041 0.94386 3.01506
C 2.68587 0.50970 1.76652
C 3.95593 -0.03786 1.61897
C 4.78983 -0.15292 2.72348
As 1.54901 0.78795 0.20920
C 2.59429 0.03195 -1.23166
C 2.63286 -1.35766 -1.32073
C 3.35205 -1.97088 -2.33412
C 4.02740 -1.19939 -3.27236
C 3.97737 0.18376 -3.19319
C 3.26334 0.80189 -2.17416
C 1.90230 2.71526 0.15797
C 3.26071 3.03226 0.06092
C 3.68512 4.34938 0.09349
C 2.76225 5.37531 0.25063
C 1.41884 5.06677 0.37328
C 0.99020 3.74609 0.32704
H 5.01465 0.18751 4.82885
H 2.75876 1.16915 5.08629
H 1.27377 1.36852 3.13609
H 4.30041 -0.38779 0.65382
H 5.77850 -0.57643 2.60551
H 2.09472 -1.97285 -0.60634
H 3.38760 -3.05094 -2.39041
H 4.58758 -1.67745 -4.06469
H 4.49233 0.79100 -3.92595
H 3.23268 1.88281 -2.13407
H 4.00685 2.25552 -0.04107
H 4.74035 4.57161 0.00769
H 3.09248 6.40470 0.28502
H 0.68871 5.85433 0.50751
H -0.06500 3.56446 0.42529
```

Calculated values
Total charge: +2
Orbital gap in eV: 7.975
Energy relative to the best compared isomer or geometry (same formula, charge and spin) in kcal per mole: 57.34

***

(5)
Computed, not measured: a 5-piece molecular cluster, C39H45BBrF2N4O13S overall at a distorted geometry, with the ωB97M-V functional and the def2-TZVPD basis.

```
106
C39H45BBrF2N4O13S, DFT the ωB97M-V functional and the def2-TZVPD basis
C -1.13457 3.79101 2.75072
O -2.15887 4.73658 2.42170
C -1.67419 5.56626 1.36342
C -2.83248 5.98817 0.43042
C -2.70742 7.45713 -0.01935
C -1.88832 7.66467 -1.31368
C -0.59713 6.85217 -1.35788
C 0.44806 7.34991 -0.52279
C 1.62395 6.70966 -0.48870
C 1.89312 5.56689 -1.26959
N 3.12508 4.98028 -1.15022
C 3.23375 3.93510 -1.92770
C 4.51940 3.15911 -1.89914
C 2.23258 3.47564 -2.81781
N 1.07446 4.04930 -2.92561
C 0.88303 5.12687 -2.10233
C -0.39116 5.75458 -2.13349
C -1.48157 5.19251 -3.02816
C -1.60374 3.66338 -2.83116
C -1.36199 3.25079 -1.37220
Br -2.53188 1.73943 -0.84975
H -0.19357 4.33227 2.90524
H -0.99060 3.08977 1.91485
H -1.44290 3.30284 3.67766
H -1.29425 6.49039 1.82141
H -0.83434 5.12156 0.81497
H -3.72974 5.93645 1.06076
H -2.98711 5.29520 -0.39947
H -3.72646 7.84449 -0.12291
H -2.22717 8.05298 0.76432
H -1.55984 8.71311 -1.30817
H -2.47905 7.56619 -2.22494
H 0.31845 8.23914 0.08480
H 2.41450 7.08737 0.15428
H 5.16433 3.55911 -1.11728
H 5.06701 3.20329 -2.84846
H 4.31402 2.10795 -1.68385
H 2.42725 2.59583 -3.42671
H -1.21625 5.40504 -4.07274
H -2.45196 5.66359 -2.88103
H -0.86582 3.16894 -3.46108
H -2.56800 3.27448 -3.17554
H -0.36937 2.81369 -1.26013
H -1.45354 4.05947 -0.65592
B 4.38795 1.60283 1.62610
O 4.41846 0.19348 2.10580
C 5.64612 -0.27665 1.94605
O 6.00420 -1.38589 2.23414
C 6.51213 0.81858 1.33682
O 7.67422 0.72414 1.06008
O 5.76455 1.89993 1.15651
F 4.02569 2.45871 2.66302
F 3.47568 1.71979 0.56705
C -1.30535 -8.60111 -1.91977
N -1.12448 -7.28403 -1.26547
C -2.21048 -6.58254 -0.89658
C -2.08148 -5.37556 -0.25233
C -0.81353 -4.86983 0.03145
C 0.28817 -5.61052 -0.38334
C 0.10954 -6.81304 -1.03119
C -0.62883 -3.59872 0.77050
C 0.09111 -3.57058 1.96215
C 0.30040 -2.37593 2.61379
N -0.18106 -1.23073 2.10867
C -0.90051 -1.22885 0.97538
C -1.13977 -2.39723 0.29061
C 0.09234 0.06266 2.78552
H -1.91367 -8.46159 -2.80996
H -1.79948 -9.26356 -1.21272
H -0.33610 -9.00635 -2.19184
H -3.17613 -7.01492 -1.11922
H -2.97626 -4.84514 0.04558
H 1.29718 -5.25888 -0.21005
H 0.95075 -7.41144 -1.36019
H 0.49456 -4.47679 2.39387
H 0.86074 -2.31944 3.53597
H -1.25697 -0.27044 0.62784
H -1.70459 -2.35299 -0.63153
H -0.85894 0.53856 3.01023
H 0.68396 0.67774 2.10985
H 0.64550 -0.11621 3.70169
C 3.06062 -11.81519 -0.38337
C 2.71417 -10.52831 -0.32187
C 3.36503 -9.49091 -1.18575
O 2.98009 -8.32724 -1.09347
C 4.41572 -9.90316 -2.08547
C 4.77747 -11.19686 -2.15324
C 4.10725 -12.24546 -1.30904
O 4.45848 -13.39785 -1.42333
O 5.73347 -11.61862 -2.95967
O 1.76332 -10.08032 0.51342
H 2.59583 -12.57162 0.23367
H 4.88694 -9.13989 -2.68859
H 5.80203 -12.58451 -2.82368
H 1.72016 -9.12072 0.36205
C -6.08072 2.91183 3.30085
C -5.21080 3.73483 2.37531
O -6.08523 4.11208 1.30403
S -7.57705 4.29643 1.86981
O -7.80558 5.66982 2.11898
O -8.45267 3.51523 1.07692
O -7.35442 3.55904 3.28281
H -6.21116 1.89304 2.92466
H -5.68832 2.87530 4.31435
H -4.35806 3.18004 1.99380
H -4.85790 4.64298 2.86557
```

Calculated values
Total charge: +1
Orbital gap in eV: 4.355

***

Per-record calculated total energy, eV: -96830.54468; -165347.03580; -102446.63211; -133928.81717; -160736.24066